[1]
C34H34N3S | ωB97M-V/def2-TZVPD

Geometry as XYZ:
```
72
Properties=species:S:1:pos:R:3:forces:R:3:mulliken_charge:R:1
S 1.358567 2.724268 2.285845 0.5 -0.1 0.2 -0.0816
N 4.146291 -0.838724 -4.035278 -1.1 -0.1 0.1 0.0444
N 2.139097 0.406407 3.124137 0.1 -0.4 -0.6 0.2260
N -5.599968 -1.960005 -2.099675 0.9 -0.1 -0.1 0.0288
C 0.700364 -0.288717 -1.748005 -0.3 0.1 -0.1 0.3606
C 3.941150 3.553364 3.157512 0.0 -0.4 0.0 -0.5253
C -2.912725 -0.072565 -0.688749 -0.6 -0.2 0.1 -0.8083
C -2.688072 0.502674 2.502625 0.3 0.4 0.0 -0.6344
C -3.141614 -2.299284 -2.425971 0.2 -0.1 0.0 -1.2375
C 0.568623 -0.664108 -3.131321 0.3 -0.5 0.1 -1.1386
C 3.266107 1.223011 3.257737 -0.1 0.0 0.5 0.3728
C -1.438873 1.038738 2.914510 -1.4 0.7 -0.1 1.2185
C 1.025752 1.032571 2.625228 -1.0 -0.7 0.4 0.8940
C -2.671676 2.735571 4.176579 -0.2 -0.2 -0.2 -0.5999
C 1.662868 -0.952684 -3.924830 -0.4 0.1 -0.1 -1.3123
C 4.458407 0.867941 3.894570 0.1 0.3 -0.3 -0.9520
C 5.428374 1.857005 4.080456 -0.3 0.2 -0.1 -0.6634
C -1.463394 2.161401 3.782810 -0.3 -0.3 -0.2 -0.7076
C -0.433228 -0.157255 -0.893339 -0.1 0.0 -1.3 -0.3073
C -5.515070 -0.199539 -0.521392 -0.8 0.5 0.4 -0.5575
C -0.214345 0.419345 2.487784 1.3 0.1 -0.1 -1.7791
C -1.724388 -0.691701 -1.191367 0.2 -0.3 -0.1 0.5041
C 2.946420 -0.694379 -3.414814 0.7 -0.3 -0.2 0.6525
C -3.890087 1.122885 2.841920 0.2 0.1 0.4 -0.2008
C -6.484826 -1.086213 -1.346940 -0.1 0.5 0.3 -0.7745
C -4.284344 -1.673424 -1.892387 -0.7 0.1 -0.1 0.4970
C 5.165665 3.193525 3.737553 -0.2 -0.2 -0.1 -0.5585
C 5.264823 -0.498468 -3.180129 0.2 0.1 0.6 -0.6872
C 3.005434 2.550933 2.889109 0.4 0.1 0.3 0.9556
C 3.123024 -0.212804 -2.093201 -1.2 0.2 0.4 1.2053
C -6.135507 -2.818011 -3.127805 -0.1 -0.3 -0.1 -0.9973
C 2.028042 -0.003890 -1.277722 0.6 -0.1 -0.4 -0.9257
C 4.587422 -0.037486 -1.859831 0.8 0.2 0.4 -0.7244
C 4.361179 -1.374826 -5.353723 0.1 -0.1 -0.4 -0.9605
C 2.095459 -0.998962 3.522096 0.3 0.0 -0.2 -1.0696
C -1.895921 -1.859760 -2.012065 -0.2 0.4 -0.2 -1.1878
C -3.893281 2.221236 3.717782 0.2 0.0 -0.4 -0.8130
C -4.155991 -0.585378 -0.995080 1.2 0.1 0.1 1.1041
H -4.838403 2.678825 4.021153 0.4 -0.1 -0.1 0.3831
H 5.912381 3.961516 3.945319 -0.2 -0.2 -0.1 0.3762
H -2.836197 0.824718 -0.071185 0.0 -0.3 -0.1 0.6862
H -5.722321 0.867660 -0.674514 0.0 -0.2 0.1 0.4139
H 5.894741 0.288891 -3.623459 -0.3 -0.2 0.0 0.3349
H 4.603108 -0.146703 4.261438 0.2 0.3 -0.2 0.2638
H -5.638596 -0.406750 0.554160 0.1 0.1 -0.4 0.0516
H 6.392006 1.587148 4.513590 -0.3 0.1 0.0 0.3960
H -3.252267 -3.127094 -3.126227 0.2 0.1 0.4 0.2996
H 1.548444 -1.364958 -4.926582 -0.2 0.4 0.2 0.2036
H -6.933812 -2.290129 -3.670035 0.3 -0.1 0.1 0.3183
H -7.102211 -0.486627 -2.036500 0.2 -0.2 0.1 0.3441
H -2.675357 -0.392473 1.873788 -0.1 0.3 0.2 0.6047
H 2.160375 0.357707 -0.255995 0.0 -0.1 -0.2 0.4606
H -5.350723 -3.105656 -3.834760 -0.2 0.1 0.1 0.3358
H 5.139671 -2.150438 -5.322334 -0.2 0.1 0.0 0.3226
H 4.845215 1.006826 -1.635778 -0.1 -0.3 0.0 0.2849
H -2.668536 3.605186 4.836130 0.0 -0.3 -0.1 0.3900
H 3.437935 -1.812454 -5.745912 0.3 0.0 0.1 0.3064
H 3.692425 4.589211 2.934912 0.2 -0.2 0.0 0.4031
H -4.830974 0.746985 2.431363 0.3 0.0 0.3 0.2582
H 2.883236 -1.196712 4.247435 -0.1 0.1 -0.1 0.3621
H -0.266275 -0.612191 2.142695 0.2 0.0 0.6 0.5293
H 1.134612 -1.261954 3.970476 0.0 0.4 -0.1 0.3255
H 4.691144 -0.598729 -6.059843 -0.1 -0.1 0.2 0.3069
H -0.425044 -0.742633 -3.573896 0.3 0.0 0.2 0.7135
H -0.329822 0.464281 -0.003266 0.0 -0.1 0.0 0.6609
H -0.521671 2.565803 4.165758 -0.5 -0.1 -0.1 0.4285
H -6.573264 -3.735026 -2.709360 0.1 0.2 0.0 0.3069
H -1.007697 -2.408404 -2.329172 -0.3 0.1 0.1 0.7846
H 4.934660 -0.654603 -1.021395 -0.1 0.2 -0.1 0.2991
H 5.899426 -1.385058 -3.017169 -0.2 0.2 -0.1 0.3255
H -7.175321 -1.654008 -0.701534 0.3 0.1 -0.3 0.3495
H 2.249328 -1.654859 2.656054 0.0 0.1 0.1 0.3105
```
Positions in Å, forces in eV/Å.

Its charge is +1. The energy above the lowest of the compared OMol25 structures with the same formula, charge and spin is 0.596 eV. The lowest unoccupied orbital energy is -4.04 eV.

=====

[2]
C34H35AsBr2N4O3PdS | ωB97M-V/def2-TZVPD

Geometry as XYZ:
```
81
Properties=species:S:1:pos:R:3:forces:R:3:nbo_charge:R:1
Pd 0.404729 0.605185 -0.105198 -0.1 0.0 -0.1 0.6257
Br 1.977027 2.563800 1.927458 0.0 0.0 0.0 -0.1215
Br 0.411969 2.585454 -1.628159 0.0 -0.1 0.1 -0.6644
As -0.736145 -1.297443 2.185656 0.1 0.0 0.0 1.0827
S -9.067929 -1.408948 -0.978730 0.1 0.0 0.0 2.3895
O -9.337530 -2.833467 -1.096712 0.0 0.0 0.0 -1.0132
O -10.095995 -0.540572 -1.520556 0.0 0.0 0.0 -1.0051
O -8.540438 -1.001097 0.309601 0.0 0.0 0.0 -1.0076
N -7.962051 -1.349335 -3.430193 0.0 0.0 0.0 -0.4258
N 0.563134 -1.217321 0.904032 0.0 -0.1 0.0 -1.0398
N -6.473430 -0.916139 -1.637057 0.0 0.0 0.0 -0.4393
N -1.629601 0.121647 -0.835106 0.1 0.0 0.0 -0.4595
C -3.441789 -1.302125 3.544919 0.0 0.0 0.0 -0.6494
C -6.952981 -1.200924 -4.273119 0.0 0.0 0.0 0.0690
C 1.630485 -4.209712 7.260135 0.0 0.0 0.0 -0.6234
C -0.001321 -2.417876 3.665016 -0.1 0.0 0.0 -0.3419
C -1.736204 -0.402558 -2.055669 0.0 0.0 0.0 0.0644
C -2.292279 -2.325011 1.502941 0.0 0.0 0.0 -0.3978
C -2.951948 -0.716000 -2.629764 0.0 0.0 0.0 -0.2447
C -2.753439 0.366542 -0.159787 0.0 0.0 0.0 0.0547
C -1.455556 -4.522724 3.358410 0.0 0.0 0.0 -0.6331
C -4.689558 -2.559009 1.804757 0.0 0.0 0.0 -0.2361
C -3.652307 -3.512082 -0.100681 0.0 0.0 0.0 -0.2670
C -2.399432 -3.050375 0.310034 0.0 0.0 -0.1 0.0908
C -7.672955 -1.192357 -2.135492 0.0 0.1 0.0 0.1463
C 3.573723 -3.996691 -0.148800 0.0 0.0 0.0 -0.3141
C 2.449654 -1.874679 -0.445728 0.0 -0.1 0.0 -0.3190
C 1.628477 -0.477667 3.942456 0.0 0.0 0.0 -0.6498
C -4.810840 -3.283350 0.622964 0.0 0.0 0.0 0.0238
C -5.663388 -0.906635 -3.863307 0.0 0.0 0.0 -0.3073
C -3.465947 -2.077623 2.247180 0.0 0.0 0.0 -0.0144
C 1.526389 -2.366949 5.547653 0.0 0.0 0.0 -0.2316
C 0.079241 -4.225412 5.271940 0.0 0.0 0.0 -0.2381
C -0.452352 -3.675859 4.104072 0.0 0.0 0.0 -0.0039
C -4.124922 -0.466610 -1.925446 0.0 0.0 0.0 -0.0301
C 2.658693 -4.296707 0.851362 0.0 0.0 0.0 -0.1982
C 3.442313 -2.771537 -0.795751 0.0 0.0 0.0 -0.1895
C -4.014151 0.090737 -0.660082 0.0 0.0 0.1 -0.1722
C 1.522332 -2.144439 0.591231 0.0 0.0 0.0 0.2825
C 1.658146 -3.407248 1.210327 0.0 0.0 0.0 -0.3320
C -6.153297 -3.780038 0.167301 0.0 0.0 0.0 -0.6429
C 1.061111 -3.587841 6.011835 0.0 0.0 0.0 -0.0106
C -5.462809 -0.780662 -2.496228 0.0 0.0 0.0 0.2141
C 1.015076 -1.775032 4.397075 0.0 0.0 0.0 0.0114
C -1.217747 -3.406926 -0.554462 -0.1 0.0 0.0 -0.6646
C 2.183006 1.128738 0.578016 0.0 0.0 0.1 -0.5859
H -0.805327 -0.574683 -2.578267 0.0 0.0 0.0 0.2140
H -1.250132 -4.543997 2.289386 0.0 0.0 0.0 0.2286
H -5.584007 -2.346606 2.383468 0.0 0.0 0.0 0.2097
H -6.875106 -2.963347 0.112857 0.0 0.0 0.0 0.2702
H 0.964837 -3.697006 1.982942 0.0 0.0 0.0 0.2176
H 2.712656 -5.250477 1.366868 0.0 0.0 0.0 0.1929
H -2.968539 -1.171120 -3.611070 0.0 0.0 0.0 0.2113
H -4.901965 0.276886 -0.071711 0.0 0.0 0.0 0.2494
H -6.553863 -4.514414 0.871200 0.0 0.0 0.0 0.2078
H -4.865935 -0.765752 -4.579318 0.0 0.0 0.0 0.2118
H 2.313549 -1.851492 6.092325 0.0 0.0 0.0 0.1926
H -0.641887 -4.224109 -0.111114 0.0 0.0 0.0 0.2181
H -2.755000 -1.741489 4.273894 0.0 0.0 0.0 0.2162
H 4.352883 -4.696604 -0.424921 0.0 0.0 0.0 0.1909
H 2.689634 0.330840 1.111328 0.0 0.0 0.0 0.1800
H -7.183815 -1.314953 -5.329098 0.0 0.0 0.0 0.1789
H -4.438049 -1.283783 3.987238 0.0 0.0 0.0 0.2124
H -1.422067 -5.546017 3.735856 0.0 0.0 0.0 0.1986
H -0.538137 -2.570425 -0.680064 0.0 0.0 0.0 0.2413
H -0.283859 -5.195435 5.600183 0.0 0.0 0.0 0.1898
H 2.354117 -0.941203 -0.982741 0.0 0.1 0.0 0.2204
H 2.675266 -4.495553 7.116003 0.0 0.0 0.0 0.2097
H -2.626182 0.791264 0.825934 0.0 0.0 0.1 0.2145
H -2.477300 -4.156312 3.467406 0.0 0.0 0.0 0.2306
H 1.596759 -3.511909 8.099787 0.0 0.0 0.0 0.2081
H -3.114215 -0.270464 3.392068 0.0 0.0 0.0 0.2287
H 1.074388 -5.104607 7.541823 0.0 0.0 0.0 0.2047
H 4.122997 -2.507228 -1.598317 0.0 0.0 0.0 0.1929
H -3.717138 -4.064696 -1.034501 0.0 0.0 0.0 0.1946
H 2.818911 1.567774 -0.183276 0.0 0.0 0.0 0.1933
H -6.091275 -4.251072 -0.814036 0.0 0.0 0.0 0.2033
H -1.558550 -3.734487 -1.538352 0.0 0.0 0.0 0.2003
H 2.180502 -0.004469 4.755444 0.0 0.0 0.0 0.2048
H 0.893365 0.234872 3.572248 0.0 0.0 0.0 0.2472
H 2.322595 -0.657499 3.118133 0.0 0.0 0.0 0.2337
```
Positions in Å, forces in eV/Å.

Its charge is -2. The energy above the lowest of the compared OMol25 structures with the same formula, charge and spin is 0.000 eV. The lowest unoccupied orbital energy is 3.85 eV.

=====

[3]
C34H35ClN3NiO9STe | ωB97M-V/def2-TZVPD

Geometry as XYZ:
```
85
Properties=species:S:1:pos:R:3:forces:R:3:mulliken_charge:R:1
Te 0.343139 -1.733835 -0.288668 0.4 0.6 0.2 0.9092
Ni -2.186349 0.660001 -1.036226 0.2 0.6 0.1 1.4695
Cl -4.797514 1.588699 -3.054719 0.3 -0.4 0.5 1.8497
S -2.561113 -2.027482 0.026392 0.0 -0.1 -0.4 1.3057
O -4.973394 2.867046 -3.684300 0.0 -0.3 0.0 -0.6868
O -5.583687 1.507244 -1.832504 0.1 0.1 -0.4 -0.8411
O -1.394476 -1.147247 0.676994 -0.2 -0.1 0.0 -0.9628
O 1.557275 -0.783614 -2.546049 0.2 0.0 0.3 -0.7525
O -3.373069 1.449042 -2.685958 -0.6 0.2 -0.1 -0.9444
O -3.383974 -2.553053 1.079197 0.0 0.2 0.0 -0.7498
O -5.147282 0.512837 -3.948418 0.0 0.4 0.2 -0.7021
O -3.277222 -1.106638 -0.891097 0.3 -0.2 0.5 -0.6680
O -1.779219 -3.023130 -0.721530 -0.5 -0.2 0.0 -0.6981
N -0.413743 -0.174604 -1.552289 0.3 -0.6 -0.1 -0.1430
N -3.530995 1.536319 0.365862 -0.2 0.1 -0.3 -0.2172
N -1.392528 2.545057 -0.883536 0.0 0.0 -0.1 0.8988
C -1.997430 3.360427 0.036730 0.2 0.1 0.0 0.2683
C 1.354074 -5.210316 3.332234 0.0 -0.1 0.0 0.7998
C -1.710384 0.919744 -5.511265 0.1 0.0 0.0 -0.7412
C 0.179494 1.344028 1.690986 0.1 -0.1 -0.1 -0.8166
C 4.146269 -0.133869 1.039109 0.1 0.0 -0.1 -1.0520
C -0.317749 3.023768 -1.558302 0.0 0.0 0.1 -0.3862
C -3.092250 2.861440 0.738885 -0.1 -0.1 0.1 0.4675
C 1.785383 -6.282713 4.303448 0.0 0.0 0.0 -1.5616
C 0.885717 -4.496181 1.054742 0.0 -0.1 -0.1 1.1770
C -3.231531 4.863242 2.064566 0.0 -0.1 0.0 -0.5243
C -2.156976 5.397957 1.364247 0.0 0.0 0.0 -0.9721
C 3.091346 -0.895188 0.541455 0.0 -0.1 -0.1 0.8428
C 0.421419 -0.239953 -2.581170 -0.4 0.0 -0.1 -0.1071
C 1.536377 0.763315 1.381710 -0.1 0.0 0.0 1.1027
C 0.596610 1.439877 -5.960339 0.0 0.0 0.0 -0.5426
C 5.089918 1.913803 2.169210 0.0 0.0 0.0 -1.5976
C 0.194408 4.278944 -1.351144 -0.1 0.1 0.1 -0.8208
C 3.477030 -2.189081 -0.151931 -0.2 0.1 0.0 -1.9983
C 0.256801 -1.603583 3.467607 0.0 -0.1 0.0 -1.4508
C -0.389060 5.131722 -0.388719 0.0 -0.1 0.0 -1.0917
C 2.628632 1.496595 1.840503 0.0 0.0 0.1 -0.7775
C 3.938293 1.071471 1.681953 0.0 0.1 0.0 0.6366
C 0.960775 0.868329 -4.749227 0.0 0.1 -0.2 -0.4834
C 1.010150 -3.940792 3.762041 0.0 0.0 0.0 -0.8286
C -1.510463 4.670903 0.341278 0.1 0.0 0.0 0.4611
C 1.767722 -0.452762 0.714648 0.2 -0.1 -0.2 0.9793
C -0.007971 0.331962 -3.907679 -0.1 0.2 0.0 -0.0925
C -3.706512 3.594726 1.752433 0.0 0.1 0.0 -0.8480
C 1.273531 -5.471381 1.969853 0.0 -0.1 0.1 -0.9121
C 0.568994 -3.194412 1.491116 -0.1 0.1 0.0 -0.2033
C -0.742711 1.469432 -6.341808 0.0 0.0 0.1 -0.4028
C 0.794462 -4.921630 -0.401379 0.0 0.1 0.1 -1.7082
C -1.339953 0.351809 -4.298336 0.0 -0.1 0.0 0.0753
C 0.615046 -2.940561 2.868729 0.1 0.0 0.0 1.5230
H 0.879502 -6.006684 -0.473360 0.0 0.0 0.0 0.4277
H -1.031532 1.934760 -7.277373 0.0 0.0 0.0 0.3633
H 1.996618 0.830204 -4.432338 0.0 0.0 0.0 0.4041
H -3.862076 1.013877 1.167462 0.1 -0.1 0.0 0.3665
H 5.009858 2.112808 3.240950 0.0 0.0 0.0 0.3272
H 1.642138 -5.956873 5.335635 0.0 0.0 0.0 0.3443
H 2.432531 2.444668 2.334239 0.0 0.0 0.0 0.4156
H -4.315289 1.593226 -0.290154 -0.1 0.0 0.1 0.1746
H -0.480289 -1.089480 2.862806 -0.1 0.0 -0.1 -0.2530
H -3.703990 5.436935 2.854622 0.0 0.0 0.0 0.3515
H 1.055401 4.596180 -1.927141 0.0 0.0 0.0 0.4355
H -1.787778 6.389976 1.604906 0.0 0.0 0.0 0.3558
H -4.557048 3.172901 2.277095 0.0 0.0 0.0 0.3878
H -0.155426 -4.627980 -0.848467 0.0 0.0 0.1 0.2391
H -0.158693 -1.733624 4.470178 0.0 0.0 0.0 0.4771
H -2.092508 -0.067371 -3.643924 0.1 0.0 -0.2 0.5012
H 0.012543 6.119150 -0.191276 0.0 0.0 0.0 0.3119
H 0.133437 2.346170 -2.270073 0.0 0.0 0.0 -0.0682
H 1.354604 1.868801 -6.606348 0.0 0.0 0.0 0.3599
H 0.250558 2.424488 1.820675 0.0 0.0 0.0 0.5136
H 6.045305 1.418207 1.987060 0.0 0.0 0.0 0.3483
H 1.591980 -4.489176 -1.010362 0.0 0.0 0.0 0.2505
H 2.862487 -2.415486 -1.024019 -0.1 0.1 0.0 0.1047
H 5.107972 2.880286 1.659307 0.0 0.0 0.0 0.3336
H 5.161625 -0.489719 0.883002 0.0 0.0 0.0 0.2896
H 1.214080 -7.203372 4.157358 0.0 0.0 0.0 0.3498
H -2.758247 0.953425 -5.785212 0.0 0.0 0.0 0.4411
H -0.224306 0.918239 2.610329 0.0 0.0 0.0 0.3563
H 1.505153 -6.471601 1.607194 0.0 0.0 0.0 0.3101
H 1.140083 -0.963351 3.549373 0.0 0.0 0.0 0.3402
H 3.413554 -3.031592 0.543111 0.0 0.0 0.0 0.3381
H 1.032648 -3.715614 4.826979 0.0 0.0 0.0 0.2874
H 2.842964 -6.533157 4.176789 0.0 0.0 0.0 0.2852
H 4.501043 -2.119080 -0.519786 0.0 0.0 0.1 0.4796
H -0.534214 1.162145 0.901429 -0.1 -0.1 -0.1 -0.4312
```
Positions in Å, forces in eV/Å.

The multiplicity is 4. Its charge is -2. The energy above the lowest of the compared OMol25 structures with the same formula, charge and spin is 0.389 eV. The lowest unoccupied orbital energy (spin up / spin down) is 3.97 / 3.97 eV.